{
  "formula": "C22H36BrIO8PtSSi",
  "method": "the ωB97M-V functional and the def2-TZVPD basis",
  "symbols": ["Pt", "O", "C", "O", "C", "O", "C", "C", "O", "O", "H", "H", "H", "H", "H", "C", "C", "C", "C", "O", "Si", "S", "O", "C", "C", "C", "C", "O", "C", "C", "C", "C", "H", "H", "H", "H", "H", "H", "H", "H", "H", "H", "H", "H", "H", "H", "H", "H", "H", "H", "H", "H", "H", "H", "H", "H", "H", "H", "H", "Br", "C", "C", "C", "C", "C", "C", "I", "H", "H", "H", "H"],
  "positions_angstrom": [[1.127, -1.511, -0.354], [-0.855, -4.898, -3.079], [0.140, -4.654, -2.210], [1.267, -4.421, -2.549], [-0.374, -4.729, -0.791], [0.629, -4.279, 0.068], [0.209, -4.093, 1.399], [1.085, -3.092, 2.143], [1.274, -3.234, 3.328], [1.560, -2.042, 1.503], [-0.471, -4.847, -3.968], [-0.669, -5.766, -0.587], [-1.278, -4.111, -0.727], [0.224, -5.030, 1.960], [-0.813, -3.688, 1.433], [1.373, 1.657, 0.685], [0.803, 2.737, -0.223], [1.844, 3.194, -1.234], [0.241, 3.913, 0.561], [-0.273, 2.180, -1.012], [-1.364, 1.009, -0.757], [-0.759, -1.004, -1.306], [-2.591, 1.227, -1.800], [-3.475, 2.330, -2.079], [-3.705, 2.306, -3.582], [-2.868, 3.658, -1.649], [-4.779, 2.080, -1.332], [-1.812, 1.103, 0.804], [-2.499, 0.268, 1.758], [-1.452, -0.472, 2.575], [-3.292, 1.224, 2.637], [-3.429, -0.716, 1.058], [2.315, 1.951, 1.147], [1.516, 0.781, 0.045], [0.659, 1.390, 1.465], [2.708, 3.625, -0.724], [1.424, 3.949, -1.900], [2.172, 2.349, -1.840], [1.021, 4.365, 1.177], [-0.564, 3.574, 1.214], [-0.150, 4.672, -0.118], [-2.768, 2.478, -4.111], [-4.417, 3.080, -3.873], [-4.099, 1.335, -3.884], [-1.913, 3.828, -2.143], [-2.706, 3.684, -0.569], [-3.550, 4.469, -1.910], [-5.184, 1.102, -1.598], [-5.516, 2.844, -1.587], [-4.612, 2.109, -0.255], [-0.806, 0.229, 3.106], [-0.825, -1.079, 1.924], [-1.927, -1.124, 3.310], [-2.630, 1.990, 3.043], [-3.753, 0.689, 3.469], [-4.079, 1.715, 2.063], [-2.869, -1.418, 0.439], [-4.146, -0.194, 0.428], [-3.982, -1.290, 1.805], [4.699, 0.648, -1.300], [5.557, -0.581, -0.158], [6.680, -0.155, 0.539], [7.354, -1.031, 1.372], [6.913, -2.338, 1.512], [5.790, -2.764, 0.822], [5.107, -1.886, -0.014], [3.457, -2.675, -1.017], [7.019, 0.865, 0.421], [8.225, -0.685, 1.912], [7.432, -3.026, 2.165], [5.430, -3.776, 0.945]],
  "orbital_gap_ev": [7.0, 7.0],
  "lumo_energy_ev": [-1.5403, -1.5386],
  "total_charge": 0,
  "total_energy_ev": -139885.575
}

{
  "formula": "C22H36BrMnNS5Sb",
  "method": "the ωB97M-V functional and the def2-TZVPD basis",
  "symbols": ["Mn", "C", "C", "C", "C", "C", "Br", "N", "C", "H", "H", "H", "H", "H", "H", "C", "S", "C", "C", "S", "S", "C", "S", "S", "H", "H", "H", "C", "C", "C", "C", "Sb", "C", "C", "C", "C", "C", "C", "C", "C", "H", "H", "H", "H", "H", "H", "H", "H", "H", "H", "H", "H", "H", "H", "H", "H", "H", "H", "H", "H", "H", "H", "H", "H", "H", "H", "H"],
  "positions_angstrom": [[0.693, 0.093, 0.277], [0.737, -1.283, 5.687], [0.167, -1.380, 4.308], [-1.000, -2.103, 4.044], [-1.551, -2.163, 2.767], [-0.866, -1.478, 1.798], [-1.352, -1.310, -0.050], [0.256, -0.786, 1.997], [0.769, -0.729, 3.237], [0.456, -2.147, 6.285], [0.355, -0.392, 6.188], [1.823, -1.218, 5.663], [-1.495, -2.626, 4.854], [-2.458, -2.709, 2.555], [1.674, -0.146, 3.354], [-0.573, 5.053, -0.135], [0.245, 5.228, 1.480], [1.881, 4.719, 1.119], [2.296, 3.453, 0.691], [1.129, 2.214, 0.382], [3.977, 3.247, 0.472], [4.472, 4.823, 1.022], [6.028, 5.314, 1.062], [3.126, 5.842, 1.412], [-1.597, 5.370, 0.054], [-0.573, 4.027, -0.487], [-0.118, 5.728, -0.854], [3.034, -4.487, -1.488], [1.786, -3.662, -1.152], [1.147, -4.182, 0.130], [0.789, -3.697, -2.304], [2.534, -1.629, -0.856], [4.275, -1.602, 0.436], [4.057, -2.575, 1.593], [5.476, -2.031, -0.413], [4.476, -0.185, 0.956], [2.828, -0.527, -2.711], [3.684, 0.702, -2.436], [1.444, -0.117, -3.211], [3.527, -1.443, -3.720], [2.704, -5.496, -1.743], [3.710, -4.577, -0.635], [3.588, -4.104, -2.348], [0.855, -5.220, -0.040], [0.241, -3.635, 0.395], [1.828, -4.171, 0.982], [0.448, -4.729, -2.412], [1.229, -3.407, -3.257], [-0.095, -3.084, -2.124], [3.940, -3.605, 1.257], [3.192, -2.304, 2.207], [4.939, -2.549, 2.236], [5.422, -3.077, -0.721], [6.378, -1.917, 0.195], [5.607, -1.409, -1.298], [3.595, 0.196, 1.486], [4.736, 0.509, 0.156], [5.306, -0.198, 1.667], [3.247, 1.344, -1.664], [3.737, 1.289, -3.356], [4.706, 0.445, -2.155], [0.959, 0.599, -2.533], [0.778, -0.966, -3.370], [1.554, 0.394, -4.170], [4.507, -1.773, -3.374], [3.685, -0.871, -4.638], [2.934, -2.316, -3.988]],
  "orbital_gap_ev": [4.0, 3.5],
  "multiplicity": 2,
  "lumo_energy_ev": [-12.7919, -12.7782],
  "total_charge": 3,
  "total_energy_ev": -186933.585
}

{
  "formula": "C22H36Cl2F3K2MgN5NaO11S3",
  "method": "the ωB97M-V functional and the def2-TZVPD basis",
  "symbols": ["C", "C", "C", "C", "C", "C", "C", "S", "C", "C", "C", "F", "C", "C", "C", "C", "C", "S", "C", "N", "N", "C", "O", "N", "C", "N", "N", "Cl", "H", "H", "H", "H", "H", "H", "H", "H", "H", "H", "H", "H", "H", "H", "H", "H", "H", "H", "H", "H", "H", "H", "H", "H", "H", "H", "H", "H", "H", "H", "F", "F", "Mg", "C", "O", "C", "O", "O", "C", "H", "H", "H", "H", "H", "H", "Cl", "K", "C", "O", "O", "O", "Na", "O", "S", "O", "O", "O", "K"],
  "positions_angstrom": [[0.388, -1.579, 0.785], [0.548, -1.547, 2.271], [-0.273, -2.408, 3.374], [-1.348, -1.536, 4.313], [-0.424, -1.101, 5.638], [0.735, 0.033, 5.251], [2.251, -0.622, 5.367], [2.729, -0.961, 7.154], [-2.018, -0.258, 3.536], [-2.824, 0.803, 4.526], [-2.512, 2.355, 3.986], [-4.293, 0.660, 4.512], [-2.981, -0.809, 2.283], [-3.616, 0.417, 1.379], [-4.324, -0.168, -0.018], [-3.210, -0.751, -1.097], [-3.347, -2.395, -1.333], [-1.715, -3.226, -1.766], [-0.785, -1.947, -2.777], [-1.222, -1.324, -4.102], [-0.223, -0.395, -4.460], [0.892, -0.355, -3.439], [0.514, -1.350, -2.424], [-4.074, -1.751, 2.731], [-3.394, -2.813, 3.560], [-3.682, -4.140, 3.216], [-2.398, -2.608, 4.675], [-3.312, -2.220, 6.067], [0.892, -2.410, 0.133], [-0.302, -0.738, 0.317], [1.417, -0.835, 2.676], [-0.763, -3.323, 2.838], [0.532, -2.868, 4.127], [-1.043, -0.613, 6.500], [0.162, -2.005, 6.098], [0.708, 0.944, 6.021], [0.592, 0.500, 4.188], [3.010, 0.197, 4.969], [2.329, -1.565, 4.671], [2.373, -2.269, 7.535], [-1.223, 0.444, 2.984], [-2.470, 0.786, 5.638], [-3.255, 2.661, 3.134], [-2.704, 3.052, 4.931], [-1.375, 2.506, 3.691], [-2.292, -1.434, 1.536], [-4.501, 0.923, 1.975], [-2.837, 1.275, 1.144], [-5.168, -0.953, 0.190], [-4.870, 0.770, -0.514], [-3.472, -0.261, -2.152], [-2.112, -0.410, -0.855], [-4.053, -2.533, -2.275], [-3.829, -2.920, -0.383], [1.872, 0.278, -3.354], [-4.621, -2.141, 1.934], [-3.295, -4.433, 2.269], [-4.226, -4.796, 3.820], [0.355, 0.621, 7.820], [-2.447, -0.359, 7.803], [-1.030, -2.945, 6.766], [6.366, 4.751, -4.947], [4.972, 4.900, -4.681], [4.213, 3.848, -5.077], [4.620, 2.833, -5.620], [2.920, 4.121, -4.766], [2.000, 3.094, -5.129], [6.876, 5.649, -4.588], [6.771, 3.887, -4.409], [6.546, 4.659, -6.023], [2.230, 2.164, -4.599], [2.005, 2.936, -6.212], [0.998, 3.419, -4.834], [2.354, 0.499, 9.500], [-1.695, -4.147, 1.980], [5.411, 1.368, -8.303], [6.480, 1.007, -7.834], [4.340, 0.761, -8.187], [5.235, 2.397, -8.966], [7.129, 3.156, -7.030], [2.672, -1.213, -10.321], [2.053, 0.047, -10.772], [3.105, 0.985, -11.204], [1.289, 0.643, -9.661], [1.145, -0.229, -11.900], [1.529, 5.312, -5.802]],
  "orbital_gap_ev": 1.5,
  "lumo_energy_ev": -1.5181,
  "total_charge": -1,
  "total_energy_ev": -161548.806
}

{
  "formula": "C22H36Cl6O12",
  "method": "the ωB97M-V functional and the def2-TZVPD basis",
  "symbols": ["Cl", "C", "C", "Cl", "H", "H", "H", "H", "Cl", "C", "C", "Cl", "H", "H", "H", "H", "Cl", "C", "C", "Cl", "H", "H", "H", "H", "C", "C", "C", "O", "C", "O", "O", "H", "H", "H", "H", "H", "H", "C", "C", "C", "O", "C", "O", "O", "H", "H", "H", "H", "H", "H", "C", "C", "C", "O", "C", "O", "O", "H", "H", "H", "H", "H", "H", "C", "C", "C", "O", "C", "O", "O", "H", "H", "H", "H", "H", "H"],
  "positions_angstrom": [[2.317, 3.501, -3.587], [2.029, 2.170, -2.468], [3.321, 1.314, -2.507], [3.061, -0.286, -1.735], [1.240, 1.536, -2.778], [1.875, 2.445, -1.426], [4.121, 1.769, -1.988], [3.530, 1.034, -3.547], [3.067, 3.048, 0.671], [4.614, 3.318, 1.425], [5.789, 3.282, 0.501], [5.747, 4.795, -0.519], [4.794, 2.451, 2.036], [4.536, 4.220, 2.076], [5.813, 2.417, -0.232], [6.616, 3.262, 1.146], [1.180, -1.523, 4.310], [1.432, -0.033, 3.306], [0.675, 1.155, 3.895], [-1.098, 1.153, 3.851], [1.032, -0.356, 2.345], [2.505, 0.199, 3.470], [0.993, 2.145, 3.527], [0.909, 1.118, 4.959], [-0.908, -1.669, -4.659], [-2.089, -2.019, -5.517], [-3.507, -2.264, -4.964], [-4.325, -1.836, -6.032], [-3.583, -1.022, -6.858], [-4.014, -0.312, -7.737], [-2.289, -1.011, -6.519], [-0.967, -0.682, -4.108], [-0.041, -1.672, -5.340], [-0.852, -2.416, -3.930], [-1.731, -2.967, -5.944], [-3.666, -1.697, -4.041], [-3.660, -3.357, -4.652], [-4.609, -1.784, 5.071], [-5.312, -0.972, 4.014], [-4.792, 0.530, 3.886], [-4.879, 0.762, 2.492], [-4.835, -0.414, 1.819], [-4.695, -0.487, 0.666], [-4.949, -1.431, 2.712], [-4.724, -2.931, 5.025], [-4.993, -1.403, 6.015], [-3.539, -1.549, 4.916], [-6.400, -1.068, 4.064], [-3.791, 0.577, 4.327], [-5.475, 1.283, 4.290], [2.668, -3.176, 1.047], [4.076, -2.604, 1.378], [5.022, -2.736, 0.179], [5.789, -1.500, 0.195], [5.130, -0.607, 0.970], [5.466, 0.523, 1.104], [4.077, -1.207, 1.604], [1.974, -3.209, 1.854], [2.648, -4.184, 0.690], [2.186, -2.566, 0.233], [4.447, -3.125, 2.307], [4.383, -2.726, -0.692], [5.805, -3.497, 0.148], [-1.144, 2.499, 0.065], [-2.349, 1.548, 0.121], [-3.216, 1.664, -1.197], [-3.201, 0.290, -1.761], [-2.399, -0.454, -1.047], [-2.177, -1.579, -1.365], [-1.954, 0.199, -0.011], [-1.440, 3.548, 0.095], [-0.544, 2.194, -0.827], [-0.530, 2.419, 0.960], [-2.930, 1.659, 1.038], [-2.999, 2.445, -1.946], [-4.259, 1.859, -0.866]],
  "orbital_gap_ev": 10.8,
  "lumo_energy_ev": 0.3476,
  "smiles": "C[C@H]1COC(=O)O1.C[C@H]1COC(=O)O1.C[C@H]1COC(=O)O1.C[C@H]1COC(=O)O1.ClCCCl.ClCCCl.ClCCCl",
  "total_charge": 0,
  "total_energy_ev": -123102.897
}

{
  "formula": "C22H36FNO8",
  "method": "the ωB97M-V functional and the def2-TZVPD basis",
  "symbols": ["C", "N", "C", "C", "C", "C", "O", "C", "C", "C", "F", "C", "C", "O", "H", "H", "H", "H", "H", "H", "H", "H", "H", "H", "H", "H", "O", "C", "O", "C", "C", "C", "H", "H", "H", "H", "H", "H", "H", "H", "O", "C", "O", "C", "C", "C", "H", "H", "H", "H", "H", "H", "H", "H", "O", "C", "O", "C", "C", "C", "H", "H", "H", "H", "H", "H", "H", "H"],
  "positions_angstrom": [[-4.993, 0.394, 1.857], [-4.692, -1.034, 1.999], [-3.611, -1.354, 2.919], [-2.401, -1.793, 2.141], [-2.121, -3.064, 1.824], [-0.932, -3.395, 1.021], [-0.544, -4.556, 0.907], [-0.176, -2.292, 0.363], [0.900, -2.652, -0.619], [0.812, -1.915, -1.933], [-0.397, -2.098, -2.554], [-0.448, -1.017, 0.691], [-1.479, -0.706, 1.694], [-1.570, 0.425, 2.165], [-4.553, 1.006, 2.639], [-6.056, 0.575, 1.819], [-4.573, 0.741, 0.914], [-5.519, -1.560, 2.216], [-3.325, -0.496, 3.521], [-3.895, -2.145, 3.608], [-2.773, -3.861, 2.140], [1.850, -2.358, -0.173], [0.953, -3.727, -0.742], [1.613, -2.271, -2.576], [1.020, -0.860, -1.772], [0.098, -0.204, 0.243], [3.667, 0.120, -2.895], [3.287, 1.257, -2.907], [3.111, 1.889, -1.732], [2.834, 3.289, -1.630], [1.352, 3.580, -1.734], [2.917, 1.961, -4.192], [3.419, 3.853, -2.357], [3.198, 3.575, -0.645], [0.954, 3.294, -2.708], [1.162, 4.643, -1.586], [0.803, 3.018, -0.979], [1.874, 1.746, -4.420], [3.539, 1.560, -4.987], [3.066, 3.038, -4.167], [6.911, -7.118, -0.314], [6.107, -6.230, -0.297], [6.137, -5.308, -1.278], [5.116, -4.323, -1.453], [5.367, -3.089, -0.613], [5.116, -6.074, 0.834], [4.130, -4.753, -1.271], [5.153, -4.062, -2.509], [5.346, -3.319, 0.453], [4.611, -2.329, -0.816], [6.348, -2.671, -0.835], [5.579, -5.490, 1.628], [4.884, -7.064, 1.217], [4.178, -5.606, 0.543], [-6.295, 3.018, 1.869], [-5.558, 3.956, 1.760], [-5.686, 4.763, 0.690], [-4.982, 5.999, 0.558], [-3.608, 5.803, -0.050], [-4.434, 4.200, 2.741], [-4.940, 6.525, 1.512], [-5.597, 6.603, -0.107], [-2.970, 5.192, 0.589], [-3.120, 6.766, -0.203], [-3.692, 5.295, -1.011], [-3.559, 3.636, 2.418], [-4.748, 3.829, 3.713], [-4.165, 5.247, 2.859]],
  "orbital_gap_ev": 7.5,
  "lumo_energy_ev": -1.2981,
  "smiles": "CNCC1=CC(=O)C(CCF)=CC1=O.CCOC(C)=O.CCOC(C)=O.CCOC(C)=O",
  "total_charge": 0,
  "total_energy_ev": -43984.120
}

{
  "formula": "C22H36GeN5O7SeTi",
  "method": "the ωB97M-V functional and the def2-TZVPD basis",
  "symbols": ["Ti", "C", "C", "C", "C", "O", "Ge", "O", "C", "C", "C", "C", "O", "C", "C", "C", "C", "H", "H", "H", "H", "H", "H", "H", "H", "H", "H", "H", "H", "H", "H", "H", "H", "H", "H", "H", "H", "H", "H", "H", "H", "H", "H", "H", "C", "C", "N", "C", "C", "N", "C", "O", "O", "C", "O", "O", "H", "H", "H", "H", "H", "Se", "C", "N", "N", "C", "C", "N", "C", "H", "H", "H", "H"],
  "positions_angstrom": [[-0.415, 0.105, 0.066], [-1.575, -0.731, 3.621], [-0.980, 0.600, 3.140], [-0.152, 1.196, 4.286], [-2.078, 1.589, 2.725], [-0.148, 0.331, 2.022], [1.679, 1.072, 1.732], [0.928, 1.720, 0.107], [1.351, 2.837, -0.656], [0.238, 3.890, -0.662], [1.664, 2.374, -2.085], [2.615, 3.432, -0.026], [1.931, -0.509, 0.660], [2.644, -1.656, 1.065], [3.629, -2.064, -0.049], [1.611, -2.772, 1.323], [3.448, -1.421, 2.347], [-2.317, -0.560, 4.398], [-2.046, -1.261, 2.793], [-0.786, -1.363, 4.028], [-0.752, 1.247, 5.191], [0.714, 0.558, 4.478], [0.203, 2.195, 4.032], [-2.585, 2.007, 3.593], [-1.625, 2.396, 2.144], [-2.813, 1.096, 2.091], [-0.718, 3.426, -0.903], [0.156, 4.349, 0.322], [0.445, 4.661, -1.399], [0.743, 2.174, -2.628], [2.217, 3.140, -2.621], [2.265, 1.465, -2.044], [2.396, 3.745, 0.996], [3.403, 2.677, 0.006], [2.964, 4.292, -0.592], [3.136, -2.599, -0.859], [4.098, -1.167, -0.451], [4.407, -2.709, 0.350], [0.815, -2.522, -0.587], [2.079, -3.765, 1.264], [1.179, -2.658, 2.323], [4.218, -0.672, 2.169], [2.789, -1.062, 3.137], [3.919, -2.344, 2.676], [1.366, -1.470, -3.197], [0.156, -0.608, -3.110], [-0.388, -0.126, -2.001], [-1.478, 0.650, -2.413], [-1.572, 0.602, -3.812], [-0.519, -0.201, -4.202], [-2.473, 1.187, -4.799], [-3.446, 1.966, -4.342], [-2.311, 0.949, -5.986], [-2.222, 1.388, -1.423], [-3.212, 2.090, -1.728], [-1.768, 1.267, -0.209], [1.924, -1.381, -2.268], [1.992, -1.143, -4.025], [1.094, -2.512, -3.372], [-0.328, -0.409, -5.170], [-3.437, 2.071, -3.338], [-1.126, -4.194, 2.060], [-0.678, -3.246, 0.590], [0.528, -2.628, 0.384], [-3.898, -2.362, 0.145], [-3.071, -3.355, -0.277], [-1.720, -2.755, -0.394], [-1.925, -1.341, -0.031], [-3.188, -1.215, 0.287], [-4.877, -2.474, 0.355], [-3.382, -4.358, -0.457], [-1.299, -2.834, -1.420], [-3.641, -0.301, 0.630]],
  "orbital_gap_ev": [4.5, 4.2],
  "multiplicity": 2,
  "lumo_energy_ev": [-0.4474, -0.4420],
  "total_charge": 0,
  "total_energy_ev": -190162.215
}

| no. | largest force on an atom (eV/Å) |
| --- | --- |
| 1 | 0.52 |
| 2 | 3.51 |
| 3 | 8.33 |
| 4 | 3.50 |
| 5 | 1.47 |
| 6 | 4.37 |